The following is a quantum chemistry calculation of a molecular structure, C54H47AuBr2GeN2Sb2, from OMol25.

Last column: Mulliken charge in e.
Geometry (Å):
1 Au -0.285 0.030 0.612  3.097
2 Sb -1.762 2.282 0.120  -0.438
3 Sb -0.341 -0.066 -2.490  0.608
4 Br -0.422 -0.223 7.492  -0.028
5 Br -4.309 -5.208 2.995  -0.055
6 Ge 2.165 0.124 0.208  0.497
7 N -0.973 0.327 2.936  0.849
8 N -1.874 -1.644 1.306  0.772
9 C 2.759 1.569 -0.956  -1.008
10 C 2.596 -5.389 1.261  -0.849
11 C 4.083 -3.842 -1.772  -0.823
12 C -0.610 6.390 0.937  -0.797
13 C 4.211 -2.582 -2.371  -1.020
14 C -3.297 -3.538 0.941  -1.204
15 C -2.549 -2.466 0.497  -0.384
16 C 0.367 -4.369 -2.180  -1.000
17 C -6.186 2.290 2.149  -0.687
18 C 0.197 -2.073 -2.873  0.710
19 C 3.099 0.295 1.916  0.775
20 C -0.369 1.233 5.063  -0.736
21 C 2.791 -2.843 0.044  -0.529
22 C 1.295 5.037 1.526  -1.178
23 C -0.720 1.009 -6.661  -0.835
24 C -4.573 3.266 0.654  -0.935
25 C 4.430 0.714 1.884  -0.454
26 C 0.690 6.281 1.411  -0.637
27 C -5.827 3.283 1.248  -0.804
28 C -0.668 0.017 5.659  -0.641
29 C -1.318 -0.827 3.522  1.095
30 C 0.665 -2.412 -4.142  -0.731
31 C 3.382 -3.986 -0.566  1.280
32 C 3.657 -1.472 -1.766  -0.286
33 C 0.081 -3.045 -1.883  -0.159
34 C -2.115 2.597 -1.956  -0.947
35 C -2.923 1.510 -2.673  -0.899
36 C -1.157 -1.027 4.883  -0.973
37 C 2.026 -4.282 1.861  -1.095
38 C -1.953 -1.849 2.632  0.307
39 C -0.523 1.331 3.693  -0.541
40 C -2.670 -2.910 3.164  -1.231
41 C 3.225 0.164 4.327  -0.979
42 C -5.299 1.267 2.456  -0.779
43 C 2.917 -1.566 -0.569  0.521
44 C -3.339 -3.772 2.307  -0.411
45 C 0.179 2.047 -6.866  -0.659
46 C -0.043 0.898 -4.360  0.915
47 C 5.149 0.857 3.063  -0.860
48 C -1.320 5.253 0.575  -0.702
49 C -0.710 4.007 0.693  1.240
50 C 0.854 1.941 -4.558  -0.610
51 C -0.840 0.430 -5.405  -0.487
52 C 2.505 0.024 3.149  0.459
53 C 3.269 -5.245 0.046  -0.738
54 C -2.480 0.069 -2.384  -0.534
55 C 2.123 -3.021 1.262  0.595
56 C 0.955 -3.740 -4.429  -0.918
57 C 0.962 2.514 -5.820  -0.750
58 C -3.681 2.247 0.981  1.064
59 C 4.547 0.586 4.284  -0.711
60 C 0.795 -4.718 -3.456  -0.813
61 C -4.039 1.241 1.874  -0.001
62 C 0.594 3.893 1.168  -0.270
63 H 1.706 -2.159 1.770  -0.052
64 H -1.077 7.362 0.850  0.464
65 H -7.164 2.312 2.610  0.415
66 H 5.111 0.695 5.201  0.434
67 H 2.309 4.957 1.895  0.512
68 H -2.769 -0.271 -1.387  -0.030
69 H 1.006 -5.752 -3.692  0.464
70 H 4.754 -2.481 -3.301  0.510
71 H 0.795 -1.659 -4.909  0.467
72 H -2.896 -0.627 -3.113  0.767
73 H -0.011 2.072 5.642  0.546
74 H 1.516 -4.388 2.810  0.559
75 H -2.834 1.703 -3.744  0.402
76 H 1.301 -4.010 -5.419  0.479
77 H -3.347 0.446 2.112  0.399
78 H -2.494 -2.255 -0.562  0.332
79 H 2.350 1.485 -1.959  -0.090
80 H -2.745 -3.059 4.230  0.607
81 H 2.435 2.518 -0.527  0.282
82 H -3.838 -4.164 0.246  0.527
83 H -5.590 0.490 3.150  0.489
84 H 1.475 -0.313 3.196  0.095
85 H -2.334 5.358 0.209  0.260
86 H 1.235 7.172 1.694  0.433
87 H -4.317 4.039 -0.061  0.304
88 H 2.758 -0.053 5.280  0.505
89 H -0.215 -2.774 -0.876  0.546
90 H 3.709 -6.109 -0.437  0.515
91 H 1.464 2.326 -3.751  0.440
92 H -0.269 2.251 3.181  0.092
93 H 1.069 2.920 1.260  0.539
94 H 0.267 2.495 -7.847  0.432
95 H 3.797 -0.506 -2.236  0.372
96 H 4.926 0.921 0.942  0.363
97 H -1.332 0.648 -7.476  0.456
98 H 4.546 -4.710 -2.226  0.496
99 H -1.114 2.703 -2.385  0.412
100 H -6.524 4.073 1.003  0.453
101 H 3.847 1.588 -1.027  0.580
102 H -2.593 3.576 -2.036  0.858
103 H 2.531 -6.360 1.733  0.467
104 H 6.179 1.186 3.028  0.466
105 H 1.656 3.327 -5.982  0.470
106 H -1.400 -1.968 5.353  0.624
107 H 0.257 -5.130 -1.416  0.550
108 H -1.546 -0.382 -5.262  0.543
109 H -3.984 1.596 -2.432  0.590

Properties
LUMO level (alpha / beta)	-0.2885 / -0.3946	hartree
2S+1	4
E_HOMO (alpha / beta)	-14.95 / -15.76	eV
charge	+3
⟨S²⟩	3.792
Kohn-Sham gap (alpha / beta)	7.10 / 5.02	eV



The following is a quantum chemistry calculation of a molecular structure, C54H47FGeN7O9S6Ti in a non-equilibrium geometry, from OMol25.

Last column: Mulliken charge in e.
Geometry (Å):
1 Ge -1.441 -1.284 1.391  5.105
2 Ti 0.274 0.943 -0.104  -2.304
3 S 5.428 -1.915 -2.513  -0.174
4 S 8.582 0.668 -6.709  -0.344
5 S 7.394 -1.057 -4.591  -0.146
6 S -2.354 -0.610 -1.800  0.534
7 S 3.912 1.169 -3.227  -0.380
8 S 6.130 1.425 -5.172  -0.081
9 F 5.023 -2.121 2.833  -0.468
10 O 3.549 3.918 1.212  -0.583
11 O 0.766 -0.601 -1.375  0.755
12 O -2.079 3.435 -0.125  -0.203
13 O 1.551 3.986 6.955  -0.682
14 O -3.199 3.337 0.852  -0.459
15 O 1.208 2.508 0.928  -0.487
16 O -1.058 1.303 1.211  -0.244
17 O -0.554 3.589 6.760  -0.669
18 O 4.397 3.840 3.184  -0.733
19 N -1.426 0.799 -1.554  0.830
20 N 1.894 -1.435 -3.106  0.760
21 N -2.436 1.776 -3.473  0.101
22 N 3.460 3.724 2.408  1.216
23 N 0.572 3.668 6.296  1.071
24 N -1.250 2.480 1.933  0.565
25 N 0.598 2.406 -1.577  1.324
26 C -0.408 2.675 -2.485  1.020
27 C 1.239 -3.076 -4.880  -0.790
28 C 5.633 -0.987 -0.976  -0.356
29 C -1.488 -5.450 0.314  -0.750
30 C 1.114 2.837 2.152  0.054
31 C -6.073 1.168 -3.685  -0.594
32 C -3.303 -3.364 0.302  -0.270
33 C 1.889 -1.484 1.134  0.304
34 C -4.837 1.774 -3.862  -1.011
35 C -1.537 4.931 1.717  -1.597
36 C -0.330 3.801 -3.331  -1.276
37 C 1.844 4.264 -2.445  -1.089
38 C -6.191 0.037 -2.890  -0.991
39 C 0.335 -2.882 -1.871  0.498
40 C 0.880 -0.915 4.971  -0.470
41 C 2.902 -2.168 1.792  -0.946
42 C -3.435 -0.472 3.476  -0.794
43 C 0.749 3.397 4.881  -0.964
44 C -0.349 2.994 4.114  0.030
45 C -3.704 1.231 -3.266  -0.326
46 C -3.156 -0.485 2.104  -0.142
47 C -5.064 -0.488 -2.271  -0.192
48 C -3.817 0.087 -2.479  0.319
49 C 0.318 -4.057 -4.163  -0.904
50 C -0.166 2.763 2.784  -0.650
51 C 1.702 3.191 -1.610  -0.599
52 C 1.932 -0.103 0.883  2.640
53 C 4.167 -0.128 1.902  -1.112
54 C 7.443 0.371 -5.536  0.063
55 C -0.494 -3.437 -3.033  -0.406
56 C -2.737 -5.636 -0.269  -0.725
57 C -4.090 0.143 1.279  0.707
58 C -1.453 1.728 -2.486  -0.157
59 C 1.019 -1.562 -2.119  -0.143
60 C 0.640 -2.083 5.685  -0.771
61 C -3.647 -4.585 -0.268  -0.589
62 C 0.781 4.594 -3.314  -1.021
63 C -5.504 0.720 3.140  -0.737
64 C 4.021 -1.464 2.184  -0.276
65 C 5.305 0.468 -3.941  0.173
66 C -1.159 -4.222 0.877  0.295
67 C 1.987 3.597 4.315  -0.364
68 C 5.929 -0.720 -3.691  -0.306
69 C -0.573 -1.671 3.166  -0.679
70 C -1.871 3.542 1.244  0.807
71 C 2.335 -2.503 -3.989  -0.695
72 C -5.248 0.728 1.775  -0.767
73 C -0.203 -3.044 5.144  -0.848
74 C -2.051 -3.143 0.887  -1.082
75 C 3.125 0.529 1.248  -0.170
76 C -0.801 -2.834 3.905  -0.459
77 C -4.585 0.119 3.990  -1.012
78 C 0.285 -0.724 3.731  0.142
79 C 2.161 3.362 2.959  -0.518
80 H 2.493 2.925 -0.927  0.673
81 H -0.495 5.156 1.484  0.286
82 H -0.770 -6.263 0.327  0.397
83 H -2.416 2.600 -4.046  0.247
84 H -2.999 -6.589 -0.715  0.328
85 H -0.368 -4.503 -4.889  0.410
86 H 2.766 4.825 -2.433  0.554
87 H -4.628 -4.719 -0.712  0.426
88 H -4.745 2.668 -4.469  0.382
89 H -0.174 -4.100 1.322  0.342
90 H 3.273 1.570 1.008  0.447
91 H 5.264 -1.623 -0.173  0.047
92 H 5.078 0.391 2.176  0.505
93 H 1.107 -2.243 6.649  0.341
94 H -6.948 1.594 -4.160  0.364
95 H -1.686 5.044 2.789  0.291
96 H -1.146 4.042 -4.001  0.324
97 H 2.816 3.947 4.908  0.692
98 H -0.402 -3.960 5.692  0.367
99 H -4.759 0.113 5.061  0.393
100 H -2.739 -0.930 4.168  0.347
101 H 0.657 -2.250 -5.299  0.288
102 H 0.504 0.182 3.181  -0.305
103 H 5.027 -0.084 -1.021  -0.038
104 H -1.470 -3.593 3.512  0.354
105 H -7.157 -0.426 -2.737  0.413
106 H -5.936 1.216 1.092  0.478
107 H -1.166 -4.190 -2.614  0.206
108 H -2.189 5.617 1.181  0.470
109 H 0.851 5.453 -3.969  0.416
110 H 0.924 -4.879 -3.761  0.327
111 H -6.399 1.187 3.537  0.336
112 H 6.682 -0.747 -0.809  0.472
113 H 2.451 -0.572 -3.110  -0.377
114 H 2.803 -3.305 -3.409  0.352
115 H -3.898 0.210 0.218  -0.132
116 H 2.819 -3.226 2.013  0.532
117 H -5.141 -1.356 -1.626  0.414
118 H -1.330 2.885 4.555  0.646
119 H -0.308 -2.718 -1.013  -1.007
120 H 1.104 -3.609 -1.575  0.923
121 H 1.721 -3.588 -5.718  0.407
122 H 1.023 -2.052 0.826  -0.230
123 H -1.129 -2.639 -3.426  0.106
124 H -4.033 -2.558 0.306  0.159
125 H 3.124 -2.065 -4.599  0.381
126 H 1.542 -0.156 5.375  0.439

Properties
LUMO level (alpha / beta)	0.1236 / 0.1233	hartree
2S+1	2
E_HOMO (alpha / beta)	-1.70 / -2.30	eV
charge	-2
⟨S²⟩	0.762
Kohn-Sham gap (alpha / beta)	5.06 / 5.65	eV



The following is a quantum chemistry calculation of a molecular structure, C54H50AsFIrN4O5Si in a non-equilibrium geometry, from OMol25.

Last column: Mulliken charge in e.
Geometry (Å):
1 Ir -0.197 -0.295 0.021  1.529
2 As -1.676 2.147 -1.399  1.762
3 Si -2.369 -2.108 -1.644  0.457
4 F 1.032 5.549 3.461  -0.408
5 O 0.758 -0.830 7.772  -0.503
6 O -2.770 -1.863 2.882  -0.787
7 O -1.459 -1.337 1.208  -0.647
8 O -1.225 -1.436 6.974  -0.509
9 O -0.389 1.344 1.354  -0.314
10 N 1.380 -0.478 1.361  0.763
11 N -2.450 1.559 4.885  0.668
12 N 1.348 0.418 -1.115  0.955
13 N -0.640 -1.599 -1.359  0.442
14 C -4.254 0.601 6.319  -1.881
15 C -2.941 -1.475 -3.324  -1.100
16 C 1.577 0.217 3.666  -0.651
17 C -4.562 2.269 -1.729  -0.704
18 C -0.784 3.746 -0.721  0.263
19 C 1.374 -3.216 -4.055  -0.793
20 C 3.725 0.817 -1.123  -1.002
21 C 0.545 3.923 -1.098  -0.805
22 C 1.261 5.026 -0.662  -0.791
23 C -1.540 1.861 -4.300  -0.368
24 C -0.675 5.815 0.509  -0.829
25 C 3.671 1.113 -2.477  -0.890
26 C 0.160 4.580 3.772  -0.176
27 C -3.120 1.599 6.214  0.605
28 C -2.366 3.950 6.519  -1.325
29 C 2.601 -3.249 -2.011  -0.787
30 C -0.606 4.736 4.926  -0.669
31 C -2.186 4.045 -3.556  -0.439
32 C -3.646 -1.347 -0.513  -0.690
33 C 2.530 -3.541 -3.364  -0.755
34 C -1.028 1.326 2.449  -0.187
35 C 1.546 -2.623 -1.370  0.355
36 C 1.307 0.688 -2.418  -0.108
37 C 0.122 -2.031 4.444  -1.010
38 C -1.390 4.702 0.083  0.222
39 C -2.526 0.481 4.122  -0.790
40 C -1.504 3.764 5.303  1.078
41 C -5.877 2.264 -1.290  -0.851
42 C -5.128 2.447 0.979  -1.005
43 C -2.410 -3.970 -1.550  -1.282
44 C -1.817 2.735 -3.259  0.692
45 C 0.026 3.498 2.950  -1.171
46 C -1.999 3.584 -5.907  -0.598
47 C 2.548 0.455 -0.484  1.146
48 C 0.652 5.975 0.148  -0.661
49 C -6.165 2.357 0.062  -0.761
50 C -2.072 -1.054 2.302  -0.093
51 C -1.867 0.301 2.922  0.289
52 C 0.494 -1.886 3.120  -0.101
53 C 0.315 -2.591 -3.414  -0.137
54 C -3.517 2.370 -0.816  0.007
55 C -3.570 3.029 6.469  -1.084
56 C 1.191 -0.742 2.743  -0.429
57 C -2.278 4.466 -4.870  -0.786
58 C -0.079 -1.148 6.762  0.367
59 C 0.480 -1.057 5.377  0.644
60 C 0.388 -2.261 -2.061  -0.214
61 C -1.630 2.282 -5.622  -1.064
62 C 1.232 0.047 4.994  -0.690
63 C -0.881 2.492 3.315  1.741
64 C -1.618 2.608 4.503  -0.699
65 C 2.496 0.017 0.907  -0.802
66 C -3.813 2.445 0.543  0.350
67 C 2.447 1.032 -3.130  -1.021
68 H 4.567 1.385 -3.014  0.532
69 H -4.757 0.766 7.270  0.490
70 H -1.161 6.557 1.128  0.516
71 H -2.568 5.483 -5.089  0.438
72 H -2.431 4.607 0.365  0.549
73 H -3.911 -0.430 6.315  0.491
74 H -0.482 -2.871 4.748  0.464
75 H -3.429 -0.317 -0.229  -0.157
76 H -4.358 2.196 -2.790  0.332
77 H -2.676 4.994 6.579  0.501
78 H 3.370 0.127 1.540  0.568
79 H -4.582 -1.327 -1.071  0.521
80 H 0.587 3.413 2.031  0.659
81 H 1.592 -2.435 -0.305  0.397
82 H -2.071 3.915 -6.933  0.411
83 H 1.664 -0.725 7.447  0.396
84 H -1.781 3.743 7.418  0.396
85 H -6.679 2.186 -2.010  0.440
86 H -3.965 -1.829 -3.445  0.497
87 H -2.992 -0.386 -3.315  0.080
88 H -2.403 4.743 -2.754  0.421
89 H -3.349 -4.355 -1.942  0.395
90 H -2.330 -4.278 -0.509  0.289
91 H -2.346 1.337 6.947  0.166
92 H -5.342 2.514 2.036  0.538
93 H 1.289 -3.451 -5.107  0.448
94 H -4.117 3.063 7.411  0.387
95 H -0.493 5.635 5.514  0.560
96 H 1.206 6.839 0.485  0.439
97 H -4.260 3.337 5.678  0.309
98 H 4.652 0.840 -0.572  0.586
99 H -4.985 0.738 5.522  0.323
100 H 3.478 -3.525 -1.443  0.457
101 H -7.191 2.356 0.400  0.422
102 H 2.290 5.154 -0.968  0.465
103 H -1.419 1.587 -6.422  0.474
104 H 0.187 -2.602 2.375  0.350
105 H -1.275 0.831 -4.099  -0.079
106 H -3.014 2.494 1.276  0.407
107 H -0.564 -2.350 -3.978  0.177
108 H 2.358 1.234 -4.184  0.592
109 H 3.352 -4.031 -3.865  0.404
110 H 0.334 0.618 -2.885  0.081
111 H 1.484 0.820 5.710  0.341
112 H -1.600 -4.437 -2.104  0.358
113 H -2.395 -1.781 -4.205  0.472
114 H 1.026 3.205 -1.757  0.306
115 H -3.142 -0.337 4.464  0.706
116 H -3.791 -1.931 0.388  0.394
117 H 2.066 1.126 3.342  0.326

Properties
LUMO level (alpha / beta)	-0.1436 / -0.1436	hartree
E_HOMO (alpha / beta)	-9.40 / -9.41	eV
charge	+1
Kohn-Sham gap (alpha / beta)	5.50 / 5.50	eV



Listing energy relative to the best compared isomer or geometry (same formula, charge and spin) for the structures above in their given order: 0.0, 29.6, 21.6 kcal per mole.
Listing DFT total energy for the structures above in their given order: -273082.9051, -232974.9670, -147278.8004 eV.